1.
Here is C20H27NO3 in the gas phase from the Open Molecules 2025 dataset. Energies are from ωB97M-V/def2-TZVPD.

Calculated values
Multiplicity   1
Relative energy (zero: lowest compared OMol25 entry of this formula, charge and spin)   0.089 eV
SMILES   COc1cc2c(cc1OC)CN(C(=O)C[C@H]1C[C@@H]3CC[C@H]1C3)CC2
HOMO level   -0.2956 hartree
Kohn-Sham gap   8.679 eV

Each line ends with the natural charge from an NBO analysis.
Geometry (Å):
O (3.5430, 1.5899, 0.7721)  -0.510
O (-2.8005, -2.4456, -0.6370)  -0.645
O (4.6051, -0.0565, -1.3616)  -0.496
N (-0.8438, -2.3253, 0.4212)  -0.438
C (-3.5226, 0.5921, -0.6217)  -0.231
C (5.2273, 1.2057, -1.2802)  -0.239
C (2.9719, 0.3793, 0.4594)  0.229
C (1.8670, -2.1017, -0.2273)  -0.041
C (-0.3175, -3.2033, -0.6209)  -0.205
C (-4.0407, 2.0313, -0.7190)  -0.401
C (1.3166, -1.3499, 0.8017)  0.032
C (-2.1450, -1.9742, 0.2782)  0.687
C (-2.8678, 0.4377, 0.7648)  -0.192
C (1.8671, -0.1249, 1.1360)  -0.296
C (0.0919, -1.9253, 1.4556)  -0.249
C (-2.7384, 2.8580, -0.7738)  -0.410
C (-1.5134, 1.1548, 0.5779)  -0.414
C (-2.3275, 0.6552, -1.5723)  -0.407
C (2.9266, 2.3961, 1.7437)  -0.249
C (1.1948, -3.4071, -0.5188)  -0.426
C (-1.6419, 1.7854, -0.8109)  -0.222
C (2.9602, -1.6080, -0.9098)  -0.223
C (-2.7836, -1.0155, 1.2651)  -0.481
C (3.5296, -0.3770, -0.5896)  0.266
H (1.4147, -4.1095, 0.2912)  0.209
H (2.9457, 1.9264, 2.7327)  0.175
H (3.4081, -2.1642, -1.7182)  0.223
H (5.6871, 1.3704, -0.3039)  0.184
H (1.8936, 2.6374, 1.4723)  0.178
H (-4.6714, 2.3025, 0.1273)  0.202
H (-0.5675, -2.7535, -1.5880)  0.214
H (-0.6882, 0.4461, 0.5683)  0.205
H (-2.2983, -1.0383, 2.2402)  0.204
H (3.5140, 3.3129, 1.7732)  0.201
H (4.5262, 2.0162, -1.4907)  0.180
H (-0.8395, -4.1658, -0.5710)  0.208
H (-2.7015, 3.4787, -1.6694)  0.208
H (-4.2645, -0.1718, -0.8400)  0.235
H (-2.6151, 0.9291, -2.5857)  0.209
H (-2.6290, 3.5127, 0.0911)  0.200
H (-3.8082, -1.3734, 1.3952)  0.237
H (-0.6935, 2.1391, -1.2154)  0.213
H (-1.7447, -0.2613, -1.6004)  0.216
H (-0.3616, -1.2046, 2.1318)  0.220
H (-1.3273, 1.8947, 1.3580)  0.203
H (-4.6266, 2.1637, -1.6288)  0.207
H (1.5612, -3.8419, -1.4481)  0.227
H (0.3682, -2.8155, 2.0416)  0.198
H (1.4282, 0.4387, 1.9440)  0.218
H (6.0009, 1.1879, -2.0481)  0.188
H (-3.4696, 0.9718, 1.5080)  0.204


2.
Here is 9 unconnected molecules or ions with the total composition C59H66BF7N2O5S from the Open Molecules 2025 dataset. Energies are from ωB97M-V/def2-TZVPD.

Calculated values
Multiplicity   1
SMILES   CCCC[C@@](OC(=O)CNC)(B(N)O)S(=O)(=O)C(F)(F)C(F)(F)C(F)(F)F.c1ccccc1.c1ccccc1.c1ccccc1.c1ccccc1.c1ccccc1.c1ccccc1.c1ccccc1.c1ccccc1
HOMO level   -0.3416 hartree
Kohn-Sham gap   9.631 eV

Each line ends with the Mulliken charge.
Geometry (Å):
S (0.3252, 1.1721, 3.0346)  0.796
F (-0.8324, -0.4257, -1.1224)  -0.196
F (0.0743, -1.3133, 0.6327)  -0.151
F (-0.6895, 2.7792, 1.2162)  -0.156
F (1.7801, 1.1704, 0.5351)  -0.215
F (-1.6236, 0.7964, 1.2248)  -0.180
F (0.2435, 1.8459, -0.8406)  -0.103
F (1.2969, -0.7862, -1.0671)  -0.230
O (1.1091, 2.3465, 3.3040)  -0.711
O (0.9787, -0.0978, 2.8836)  -0.201
O (-3.4026, 0.4422, 5.5361)  -0.579
O (-1.8946, 0.1186, 3.8862)  0.284
O (-1.3452, 3.6273, 5.1333)  -0.611
N (-2.7029, 2.9451, 3.2773)  -0.187
N (-5.4279, -0.6994, 3.9785)  -0.323
C (-9.2723, 2.2874, 0.8828)  -0.414
C (-1.0006, 1.1710, 4.2876)  0.418
C (-2.7687, 2.2611, -3.9110)  -0.671
C (3.9669, 1.2847, -1.7665)  -0.183
C (5.5799, -0.4628, -1.4166)  -0.539
C (-0.4101, 7.5282, -0.9463)  -0.391
C (5.1976, 1.4327, -9.9869)  -0.335
C (-5.1615, 2.4624, -4.0117)  -0.495
C (3.3172, -2.7382, 3.8056)  -0.043
C (5.3436, -8.9446, 5.2814)  -0.371
C (-0.0092, 6.3129, -0.4083)  -0.587
C (0.4995, 1.0155, 0.1996)  0.480
C (-3.9067, 2.7757, -4.5169)  -0.630
C (1.0287, 1.3885, -7.2752)  -0.622
C (-1.6747, 6.3662, -2.6293)  -0.370
C (6.0834, -0.2543, -2.6935)  -0.409
C (4.6307, -3.6068, 5.6243)  -0.533
C (-1.3252, 1.8665, -7.3874)  -0.334
C (6.7072, -0.4726, -11.3254)  -0.326
C (5.0660, 0.0897, -9.6618)  -0.295
C (-8.1301, 0.9795, 2.5505)  -0.092
C (-0.3312, 0.9724, 5.6515)  -2.055
C (5.8959, -9.9440, 6.0707)  -0.377
C (-4.1789, -0.2668, 3.3715)  -0.554
C (1.1415, 1.6249, -8.6379)  0.009
C (0.3849, -0.3492, 5.9528)  -0.517
C (-8.1050, 1.9438, 1.5512)  -0.535
C (0.2437, -0.4281, -0.3382)  0.428
C (-5.9698, -1.8640, 3.2451)  -1.012
C (-10.4698, 1.6705, 1.2173)  -0.413
C (-1.2749, 5.1514, -2.0901)  -0.253
C (-1.2107, 2.1082, -8.7498)  -0.442
C (0.0224, 1.9858, -9.3756)  -0.558
C (5.8221, -0.8631, -10.3302)  -0.441
C (-9.3292, 0.3620, 2.8808)  -0.544
C (4.5237, 0.3084, -0.9518)  -0.290
C (4.5924, -4.7556, 3.5125)  -0.482
C (5.5290, 0.7240, -3.5070)  -0.359
C (5.3996, -10.1739, 7.3463)  -0.393
C (-0.4293, -2.5209, 4.7966)  -0.430
C (-0.2050, 1.5076, -6.6508)  -0.297
C (6.8405, 0.8707, -11.6486)  -0.365
C (3.7706, -2.6439, 5.1144)  -0.470
C (3.8005, -8.4040, 7.0435)  -0.508
C (4.3539, -9.4019, 7.8337)  -0.329
C (4.2941, -8.1765, 5.7663)  -0.259
C (-4.1392, 1.1096, -2.3064)  -0.588
C (4.4693, 1.4920, -3.0440)  -0.619
C (-0.5072, -1.6065, 6.0309)  -0.751
C (-5.2779, 1.6303, -2.9064)  -0.473
C (5.0434, -4.6620, 4.8222)  -0.420
C (-10.4984, 0.7086, 2.2176)  -0.378
C (-3.1590, 0.1532, 4.3910)  0.597
C (-0.4397, 5.1238, -0.9816)  -0.301
C (6.0871, 1.8239, -10.9779)  -0.408
C (-0.4561, 1.4688, 1.3591)  0.174
C (-2.8846, 1.4274, -2.8075)  -0.033
C (-1.2406, 7.5548, -2.0585)  -0.458
C (3.7274, -3.7957, 3.0052)  -0.569
B (-1.7109, 2.6506, 4.2317)  0.864
H (-2.2875, 1.9556, -6.8995)  0.303
H (1.2112, -0.5282, 5.2640)  0.243
H (-7.2197, 0.7072, 3.0715)  0.478
H (1.9020, 1.1102, -6.6985)  0.450
H (4.9797, -3.5358, 6.6465)  0.390
H (3.8615, -7.3990, 5.1497)  0.437
H (-2.3249, 6.3859, -3.4948)  0.407
H (-1.1528, -2.2299, 4.0348)  -0.030
H (5.7212, -1.9102, -10.0755)  0.355
H (4.6071, 2.1767, -9.4668)  0.393
H (-1.9963, 1.0304, -2.3430)  0.484
H (-2.8037, 3.9176, 3.0220)  0.279
H (-11.3810, 1.9399, 0.6988)  0.360
H (-0.1299, 4.1790, -0.5663)  0.376
H (-1.7882, 2.5081, -4.2984)  0.598
H (-9.3520, -0.3908, 3.6590)  0.368
H (-2.0832, 2.3918, -9.3243)  0.373
H (4.9154, -5.5782, 2.8865)  0.391
H (-0.0755, 8.4550, -0.4983)  0.365
H (5.7318, -8.7644, 4.2867)  0.359
H (7.2940, -1.2159, -11.8495)  0.355
H (-1.0719, 1.1607, 6.4331)  0.355
H (-5.4804, -2.7888, 3.5786)  0.434
H (6.9094, -0.8539, -3.0541)  0.360
H (-3.6989, -1.0779, 2.8012)  0.476
H (-0.2914, 1.3183, -5.5886)  0.509
H (0.1114, 2.1710, -10.4382)  0.366
H (-4.3420, 0.5466, 2.6568)  0.045
H (-7.1721, 2.4297, 1.2928)  0.411
H (-1.5466, -1.3411, 6.2326)  0.251
H (3.3722, -3.8706, 1.9851)  0.417
H (3.1441, 1.8880, -1.4089)  0.396
H (2.1034, 1.5281, -9.1259)  0.255
H (-3.8162, 3.4218, -5.3813)  0.465
H (-2.8155, 2.3313, 2.4857)  -0.016
H (-5.8265, -1.7639, 2.1707)  0.352
H (3.9703, -9.5783, 8.8304)  0.358
H (6.1929, 2.8718, -11.2275)  0.360
H (0.4059, 1.7799, 5.7253)  0.573
H (0.6394, 6.2920, 0.4585)  0.413
H (2.6457, -1.9877, 3.4070)  0.530
H (6.0114, -1.2266, -0.7824)  0.389
H (0.8394, -0.2136, 6.9395)  0.491
H (4.3738, -0.2153, -8.8869)  0.364
H (-11.4329, 0.2294, 2.4805)  0.362
H (5.9236, 0.8884, -4.5017)  0.407
H (-5.2549, -1.0283, 4.9201)  0.281
H (5.8281, -10.9549, 7.9611)  0.355
H (-1.5498, 8.5026, -2.4803)  0.363
H (3.4525, -1.8176, 5.7384)  0.378
H (6.7134, -10.5439, 5.6919)  0.359
H (4.0343, 2.2537, -3.6788)  0.409
H (-6.2568, 1.3869, -2.5136)  0.421
H (-6.0496, 2.8662, -4.4804)  0.373
H (-1.5345, 3.4031, 6.0499)  0.299
H (5.7157, -5.4122, 5.2188)  0.470
H (-4.2295, 0.4558, -1.4477)  0.526
H (7.5320, 1.1749, -12.4236)  0.356
H (4.1356, 0.1476, 0.0458)  0.434
H (-0.5846, -3.5671, 5.0700)  0.472
H (-1.6163, 4.2250, -2.5335)  0.357
H (2.9844, -7.8024, 7.4225)  0.371
H (-9.2493, 3.0370, 0.1020)  0.383
H (0.5633, -2.4671, 4.3459)  -0.170
H (-7.0315, -1.9849, 3.4671)  0.283
H (-0.1553, -2.1993, 6.8803)  0.539


3.
Here is C21H25NO3 in the gas phase from the Open Molecules 2025 dataset. Energies are from ωB97M-V/def2-TZVPD.

Calculated values
Multiplicity   1
Relative energy (zero: lowest compared OMol25 entry of this formula, charge and spin)   1.491 eV
SMILES   CCOC(=O)[C@@H]1CCCN(Cc2cccc(Oc3ccccc3)c2)C1
HOMO level   -0.3079 hartree
Kohn-Sham gap   9.153 eV

Each line ends with the natural charge from an NBO analysis.
Geometry (Å):
O (-4.8456, -0.8978, 0.3147)  -0.522
O (-5.6772, 1.1558, 0.6184)  -0.594
O (4.9293, 1.0881, 0.5134)  -0.480
N (-1.0392, 0.9256, 0.1811)  -0.440
C (1.2760, 1.4582, 0.7301)  -0.020
C (0.0463, 0.6792, 1.1129)  -0.235
C (4.4635, -0.9392, -0.7384)  -0.242
C (-6.0696, -1.4575, 0.7960)  -0.070
C (2.5288, 0.8679, 0.7725)  -0.242
C (2.2846, 3.5190, 0.0157)  -0.185
C (-4.7766, 0.4352, 0.2746)  0.808
C (3.6603, 1.6001, 0.4288)  0.291
C (1.1582, 2.7888, 0.3467)  -0.231
C (-3.4387, 0.9106, -0.2505)  -0.313
C (5.8476, -2.8621, -0.3345)  -0.237
C (6.5578, -2.1495, 0.6176)  -0.191
C (-1.8122, 0.8561, -2.1281)  -0.401
C (6.2220, -0.8401, 0.9027)  -0.256
C (-0.7532, 0.3886, -1.1363)  -0.225
C (-3.1931, 0.3993, -1.6726)  -0.393
C (3.5367, 2.9333, 0.0545)  -0.263
C (-2.3091, 0.4294, 0.6685)  -0.209
C (4.8061, -2.2509, -1.0113)  -0.209
C (5.1668, -0.2305, 0.2303)  0.285
C (-5.9470, -2.9692, 0.7720)  -0.622
H (7.3763, -2.6168, 1.1446)  0.215
H (4.4259, 3.4893, -0.1977)  0.225
H (-2.3313, -0.6747, 0.7163)  0.174
H (-1.7872, 1.9453, -2.1805)  0.205
H (-3.4507, 2.0037, -0.2512)  0.230
H (0.2905, -0.3965, 1.1876)  0.171
H (0.1770, 3.2343, 0.3086)  0.226
H (-3.2440, -0.6915, -1.6736)  0.209
H (-3.9634, 0.7801, -2.3457)  0.215
H (-5.1238, -3.2885, 1.4054)  0.212
H (-0.2830, 1.0145, 2.1027)  0.212
H (-0.7240, -0.7176, -1.1188)  0.159
H (-6.8681, -3.4159, 1.1347)  0.217
H (-1.5890, 0.4573, -3.1188)  0.211
H (6.7660, -0.2701, 1.6397)  0.225
H (-5.7599, -3.3139, -0.2415)  0.212
H (-6.2520, -1.0861, 1.8106)  0.188
H (2.6331, -0.1624, 1.0838)  0.218
H (2.1903, 4.5538, -0.2779)  0.215
H (0.2305, 0.7503, -1.4447)  0.214
H (-6.8899, -1.1119, 0.1570)  0.188
H (6.1083, -3.8867, -0.5523)  0.214
H (3.6611, -0.4590, -1.2795)  0.220
H (-2.4712, 0.8203, 1.6770)  0.206
H (4.2563, -2.7958, -1.7647)  0.214